a | Molecular formula: C6H15N6O12Pb
Method: DFT, the ωB97M-V functional and the def2-TZVPD basis

The spin multiplicity is 1. As for the charge: -1.

```
40
Properties=species:S:1:pos:R:3:mulliken_charge:R:1
Pb 14.15689 24.32807 8.27665 1.78
O 10.57113 21.44248 7.68473 -0.56
C 10.97219 22.74403 7.73241 0.51
O 10.13535 23.61320 8.03867 -0.65
O 12.22075 22.92015 7.75040 -0.54
H 11.50399 21.22335 7.74273 0.29
O 12.50202 26.96119 11.57310 -0.54
C 12.90444 26.14658 10.63830 0.89
O 12.11125 25.78831 9.78471 -0.65
O 14.05990 25.73480 10.51495 -0.90
H 11.62046 26.82503 11.21824 0.31
O 11.98248 25.65746 4.45007 -0.55
C 12.54049 25.43876 5.70053 0.72
O 12.02956 25.90592 6.74657 -0.59
O 13.58495 24.73703 5.69802 -0.69
H 12.59807 25.26839 3.82456 0.29
C 15.84854 27.39021 8.07398 0.55
O 15.53717 26.25760 7.73131 -0.51
N 16.06115 28.34382 7.23376 -0.45
N 15.83676 27.90157 9.25974 -0.53
H 16.34897 29.27087 7.51282 0.13
H 16.12913 28.11896 6.25147 0.27
H 15.71490 28.90152 9.33269 0.25
H 15.12477 27.28112 9.61782 0.19
C 17.13692 24.46022 9.96191 0.60
O 16.38072 23.63059 9.44939 -0.67
N 17.32037 24.78875 11.19279 -0.33
N 18.12744 25.01783 9.37733 -0.30
H 16.84546 24.29532 11.93515 0.24
H 17.97906 25.52707 11.39549 0.08
H 18.35615 24.72096 8.43943 0.21
H 18.46466 25.82476 9.88255 0.15
C 16.06539 22.14622 6.35369 0.43
O 15.66483 23.19239 6.71528 -0.50
N 15.80174 21.63361 5.26506 -0.34
N 16.85538 21.51231 7.19377 -0.47
H 16.15805 20.71529 5.04186 0.14
H 15.23970 22.13237 4.59018 0.30
H 16.67373 20.53046 7.04194 0.17
H 16.91436 21.92549 8.11351 0.28
```

***

b | Molecular formula: C6H15N6O12Pb
Method: DFT, the ωB97M-V functional and the def2-TZVPD basis

The spin multiplicity is 1. As for the charge: -1.

```
40
Properties=species:S:1:pos:R:3:mulliken_charge:R:1
Pb -33.20396 2.47926 1.45348 1.15
O -28.39774 6.83116 4.40071 -0.47
C -29.46541 6.12053 3.93863 0.73
O -29.60966 5.00150 4.43130 -0.66
O -30.15777 6.44385 2.96414 -0.62
H -28.18555 6.64736 5.31876 0.30
O -30.19939 2.37425 -5.85720 -0.49
C -30.22785 3.09565 -4.76168 0.74
O -30.67449 2.71753 -3.69559 -0.64
O -29.76415 4.22061 -4.95335 -0.68
H -29.67370 3.06610 -6.26538 0.34
O -38.84750 6.11721 -1.69358 -0.45
C -37.64172 5.63643 -1.34121 0.75
O -37.61795 4.95812 -0.28304 -0.69
O -36.54208 5.95317 -1.89135 -0.61
H -39.38226 5.70550 -1.01082 0.30
C -36.62225 -3.12884 0.08157 0.64
O -36.13046 -2.05518 0.27486 -0.63
N -37.06498 -3.87004 1.13879 -0.41
N -36.75251 -3.70841 -1.05430 -0.35
H -37.04230 -3.41936 2.04237 0.21
H -37.49096 -4.76763 0.95717 0.15
H -37.15623 -4.63409 -1.06920 0.16
H -36.41118 -3.27984 -1.90278 0.22
C -28.71086 -2.73975 1.53304 0.62
O -29.52120 -1.81604 1.33623 -0.65
N -28.43156 -3.68205 0.62401 -0.39
N -28.25187 -2.99045 2.72185 -0.38
H -28.73961 -3.46521 -0.31312 0.23
H -27.84585 -4.49701 0.73744 0.17
H -28.84848 -2.74240 3.49814 0.23
H -27.61513 -3.76515 2.84226 0.18
C -37.31318 1.21394 6.44180 0.66
O -36.28552 1.54482 5.88094 -0.70
N -38.44438 1.27940 5.97090 -0.33
N -37.30291 0.79622 7.65508 -0.41
H -39.23467 0.92272 6.48891 0.17
H -38.59529 1.80648 5.12266 0.23
H -36.39258 0.84426 8.08991 0.22
H -38.10746 0.57055 8.22243 0.16
```

***

Question: which arrangement is favored energetically? Ranking from most to least stable: a, b.

***

a | Molecular formula: CH3NS2
Method: DFT, the ωB97M-V functional and the def2-TZVPD basis

The spin multiplicity is 1.

```
7
Properties=species:S:1:pos:R:3:mulliken_charge:R:1
C -1.09187 0.22057 -0.41487 -0.58
N 1.20834 0.09742 -0.42651 -0.31
S 0.04978 -0.71285 0.25365 0.23
S 2.87750 -0.01976 -0.00623 -0.16
H -0.59744 1.01439 -0.91215 0.34
H -2.09288 -0.03148 -0.41485 0.34
H 3.09289 1.27230 -0.38116 0.14
```

***

b | Molecular formula: CH3NS2
Method: DFT, the ωB97M-V functional and the def2-TZVPD basis

The spin multiplicity is 1.

```
7
Properties=species:S:1:pos:R:3:mulliken_charge:R:1
S -2.15988 -0.06096 0.07697 -0.32
C -0.59937 0.46381 -0.11266 -0.02
N 0.42573 -0.38649 -0.23321 -0.27
S 2.06777 0.05730 -0.00123 -0.14
H -0.32705 1.51515 -0.13982 0.30
H 0.24884 -1.37497 -0.13762 0.29
H 2.16804 -0.15908 1.37400 0.16
```

***

c | Molecular formula: CH3NS2
Method: DFT, the ωB97M-V functional and the def2-TZVPD basis

The spin multiplicity is 1.

```
7
Properties=species:S:1:pos:R:3:mulliken_charge:R:1
C 0.74264 0.01941 0.18127 -0.57
N -0.58791 -0.05038 0.61418 -0.03
S -1.71191 -1.05001 -0.26820 -0.06
S -1.78344 0.97703 -0.13534 -0.05
H 1.22139 0.93381 0.50144 0.27
H 1.28913 -0.87538 0.44830 0.26
H 0.83009 0.04553 -1.34166 0.18
```

***

d | Molecular formula: CH3NS2
Method: DFT, the ωB97M-V functional and the def2-TZVPD basis

The spin multiplicity is 1.

```
7
Properties=species:S:1:pos:R:3:mulliken_charge:R:1
C 0.84398 0.51565 -0.25855 0.02
N -0.17432 0.06633 0.43869 -0.38
S 2.35166 -0.11236 0.04970 -0.36
S -1.82841 0.26303 0.11549 -0.11
H 0.56019 1.15731 -1.08201 0.31
H 0.05770 -0.92147 1.25261 0.35
H -1.81080 -0.96848 -0.51593 0.17
```

***

Question: which arrangement is favored energetically? Ranking from most to least stable: b, d, c, a.

***

a | Molecular formula: C3H9N
Method: DFT, the ωB97M-V functional and the def2-TZVPD basis

The spin multiplicity is 1.

```
13
Properties=species:S:1:pos:R:3:mulliken_charge:R:1
C -1.29523 -0.40781 -1.78105 -0.78
C -0.73774 0.44456 -0.93047 0.10
C 0.32059 1.45209 -1.29504 -1.01
H -2.08556 -1.04777 -1.42542 0.25
H -0.98830 -0.44132 -2.81133 0.27
H -1.07439 0.38762 0.10073 0.31
H 0.35890 2.26254 -0.57054 0.30
H 0.09919 1.87949 -2.27115 0.31
H 1.32011 1.02111 -1.33822 0.25
N 1.29403 -1.18894 3.21673 -0.65
H 1.80967 -2.04956 3.36874 0.22
H 0.86951 -1.27074 2.30175 0.21
H 0.54060 -1.13367 3.89145 0.22
```

***

b | Molecular formula: C3H9N
Method: DFT, the ωB97M-V functional and the def2-TZVPD basis

The spin multiplicity is 1.

```
13
Properties=species:S:1:pos:R:3:mulliken_charge:R:1
C 1.75149 -0.11822 -0.04454 -1.13
C 0.35134 0.57271 -0.10491 -0.38
C -0.75023 -0.45906 -0.03432 -0.48
N -2.04339 0.18036 -0.17741 -0.60
H 2.48138 0.71469 -0.06280 0.30
H 1.93457 -0.80291 -0.88152 0.32
H 1.89543 -0.72244 0.86581 0.32
H 0.32673 1.20388 -0.97673 0.32
H 0.18276 1.27264 0.75920 0.27
H -0.61634 -0.99324 0.91741 0.26
H -0.63105 -1.20940 -0.82626 0.33
H -2.16311 0.91068 0.54226 0.23
H -2.71958 -0.54970 0.02380 0.24
```

***

Question: which arrangement is favored energetically? Ranking from most to least stable: b, a.

***

a | Molecular formula: C3H9N
Method: DFT, the ωB97M-V functional and the def2-TZVPD basis

The spin multiplicity is 1.

```
13
Properties=species:S:1:pos:R:3:mulliken_charge:R:1
C -1.50838 0.33980 -0.15488 -1.07
C -0.52952 -0.67028 0.30140 -0.51
N 0.76720 -0.69493 -0.38127 -0.35
C 1.58140 0.34595 0.07274 -0.83
H -2.47568 0.21868 0.40203 0.31
H -1.15546 1.34269 0.02695 0.31
H -1.67784 0.30617 -1.18462 0.35
H -0.20295 -0.56193 1.32452 0.40
H -0.87823 -1.70144 0.18021 0.29
H 0.56459 -0.68763 -1.34713 0.21
H 1.29951 1.35757 -0.22834 0.28
H 1.55498 0.30776 1.15279 0.31
H 2.66039 0.09760 -0.16440 0.29
```

***

b | Molecular formula: C3H9N
Method: DFT, the ωB97M-V functional and the def2-TZVPD basis

The spin multiplicity is 1.

```
13
Properties=species:S:1:pos:R:3:mulliken_charge:R:1
C -0.13528 -0.14806 1.35118 -0.99
N -0.03281 -0.31897 -0.07886 -0.04
C -1.15006 0.25298 -0.80983 -0.73
C 1.32715 0.03124 -0.53764 -0.77
H -1.08536 -0.62699 1.71291 0.33
H -0.17907 0.90597 1.72366 0.33
H 0.63915 -0.77995 1.87136 0.33
H -2.11467 0.11820 -0.13599 0.27
H -1.31976 -0.18162 -1.87903 0.24
H -1.04833 1.40409 -1.04332 0.24
H 1.93671 -0.59695 0.12082 0.27
H 1.56353 0.03861 -1.65546 0.26
H 1.58659 1.13449 -0.18516 0.26
```

***

Question: which arrangement is favored energetically? Ranking from most to least stable: a, b.